The following is a DFT calculation (ωB97M-V/def2-TZVPD) of 8 unconnected molecules or ions with the total composition C62H68B2ClFN3O17S2 at a distorted geometry.

XYZ file:
```
156
Properties=species:S:1:pos:R:3:forces:R:3:lowdin_charge:R:1
C 1.89228 -7.12974 2.82210 -0.201 0.395 0.381 -0.098
C 2.86648 -5.94857 2.78058 -0.291 0.116 -0.199 -0.255
C 3.74132 -5.85919 1.52848 -0.105 -0.653 0.589 -0.189
C 3.02271 -5.83971 0.19062 0.377 0.347 -0.623 -0.180
N 2.34604 -4.58111 -0.19002 0.035 0.290 1.190 -0.200
C 1.10444 -4.29309 0.52789 -0.284 -0.482 -0.287 -0.225
C 0.06645 -3.72259 -0.42716 -0.071 0.198 0.385 -0.171
C -1.25393 -3.48725 0.30008 0.095 -0.228 -0.011 -0.195
C -2.41150 -3.19529 -0.66688 -0.043 0.259 0.606 -0.108
C -3.74630 -3.97951 -0.37844 1.754 0.661 -0.869 -0.146
C -4.50647 -4.04573 -1.70885 -0.663 0.468 -0.299 -0.200
C -5.67600 -5.06229 -1.89614 0.428 -0.171 0.065 0.010
B -5.75911 -6.19848 -0.79314 -0.566 0.127 0.164 -0.655
O -6.96564 -6.45788 -0.14975 0.455 0.047 0.083 0.148
O -4.66998 -6.93927 -0.48136 0.069 0.039 -0.062 0.201
C -5.08134 -2.66045 -1.68139 0.047 -0.588 0.368 -0.572
Cl -5.56966 -1.82832 -3.04891 -0.315 0.168 -0.068 0.980
N -5.15954 -2.14626 -0.50679 -0.044 0.376 -0.444 0.173
B -5.71807 -0.73359 -0.28519 -0.061 0.430 0.438 -0.663
N -4.75382 0.32887 -0.10340 -0.180 -0.235 -0.282 0.207
O -7.06199 -0.58661 -0.29471 0.257 0.056 0.582 0.208
C -4.62987 -3.11843 0.49351 -0.510 -0.307 0.150 -0.314
F -5.80623 -3.81344 0.83577 0.161 -0.284 0.064 0.063
C -4.03655 -2.50925 1.74555 0.006 -0.078 0.267 -0.081
C -4.90698 -2.63283 2.99568 0.245 0.733 0.039 -0.204
C -6.12732 -1.70043 3.00443 0.088 -0.686 0.303 -0.070
C 3.20985 -3.47731 -0.29773 0.001 0.173 -0.877 -1.103
S 3.95839 -3.16249 -1.69800 0.164 -0.045 -0.077 0.714
S 3.49885 -2.41069 1.11018 -0.169 -0.176 0.344 0.873
C 2.67913 -0.86635 0.62774 0.248 0.170 0.205 -0.479
C 2.94581 0.15479 1.73452 -0.232 -0.350 -0.052 -0.318
C 1.97104 1.33442 1.65492 0.463 -0.670 0.119 -0.085
H 2.32540 -7.98363 3.33502 0.116 -0.238 -0.219 0.070
H 1.02361 -6.84221 3.41389 -0.098 -0.052 0.082 0.070
H 1.51143 -7.42645 1.84948 0.088 -0.147 -0.138 0.052
H 3.48385 -6.01048 3.67074 0.234 0.104 0.006 0.083
H 2.31522 -5.01621 2.89402 -0.072 0.100 -0.005 0.086
H 4.37971 -6.74649 1.51572 0.122 -0.058 -0.076 0.119
H 4.41473 -5.01119 1.64050 0.079 0.144 -0.206 0.088
H 3.76686 -6.02461 -0.58184 0.011 0.001 -0.152 0.112
H 2.28881 -6.63335 0.09486 -0.106 -0.104 0.097 0.110
H 1.23350 -3.63234 1.38573 0.149 0.103 0.067 0.090
H 0.71295 -5.23634 0.91009 0.055 -0.104 0.086 0.118
H -0.09618 -4.42506 -1.24262 0.127 -0.031 -0.172 0.124
H 0.43773 -2.78287 -0.83834 -0.009 0.033 -0.230 0.118
H -1.45897 -4.38395 0.89265 -0.147 -0.121 -0.010 0.116
H -1.12947 -2.68365 1.02448 -0.006 0.155 0.021 0.106
H -2.08050 -3.42510 -1.67534 -0.038 -0.165 -0.132 0.119
H -2.58982 -2.11877 -0.64209 -0.092 0.120 -0.181 0.125
H -3.38139 -4.90798 0.03906 -0.806 -0.387 0.206 0.155
H -3.88317 -4.06718 -2.59804 0.439 -0.320 0.178 0.151
H -5.50899 -5.56316 -2.84881 -0.093 -0.015 -0.153 0.127
H -6.63789 -4.56291 -1.96629 -0.131 0.052 0.022 0.115
H -7.07815 -5.84118 0.58049 -0.407 0.011 -0.001 0.097
H -4.91704 -7.54878 0.22521 0.167 -0.226 -0.031 0.128
H -5.00515 0.88014 0.71451 -0.059 0.156 -0.038 0.084
H -4.83603 0.97698 -0.88676 0.356 0.098 -0.003 0.106
H -7.52601 -0.97743 0.45669 -0.363 -0.309 -0.348 0.126
H -3.08685 -2.98842 1.95633 0.093 -0.163 -0.155 0.118
H -3.79784 -1.46360 1.56143 0.077 0.151 -0.083 0.109
H -4.25873 -2.33435 3.81793 0.085 -0.052 0.092 0.113
H -5.17071 -3.66707 3.18315 -0.150 -0.106 -0.005 0.115
H -5.96644 -0.83428 2.36427 -0.065 0.162 -0.027 0.056
H -7.02783 -2.24144 2.72353 -0.143 0.124 -0.286 0.078
H -6.29818 -1.34207 4.01489 -0.096 0.187 0.044 0.082
H 1.60875 -1.04894 0.56728 -0.106 -0.030 -0.159 0.063
H 3.07165 -0.51571 -0.32201 -0.042 -0.086 -0.203 0.074
H 2.83178 -0.36190 2.68817 -0.060 0.028 0.141 0.089
H 3.98516 0.47070 1.68147 0.091 0.131 0.022 0.107
H 1.85137 1.74510 2.65336 -0.004 0.428 -0.038 0.080
H 2.33724 2.06874 0.95123 -0.129 0.280 0.054 0.045
H 1.00247 0.97447 1.31962 -0.051 0.107 -0.022 0.038
C 5.02211 -7.00930 8.20053 -0.026 -0.009 -0.032 0.025
C 4.12493 -6.77754 7.24657 0.023 -0.014 0.022 0.020
C 3.77888 -5.39453 6.83532 -0.012 0.009 -0.013 -0.382
O 2.95921 -5.18399 5.96516 -0.027 0.002 0.049 0.090
C 4.47196 -4.27879 7.52509 0.023 0.009 0.025 0.020
C 5.36941 -4.50859 8.47934 -0.027 0.016 -0.030 0.024
C 5.71657 -5.89280 8.89305 0.010 0.000 0.009 -0.384
O 6.53392 -6.10341 9.76010 0.008 -0.003 0.014 0.117
H 5.28996 -8.00901 8.51765 0.025 0.012 0.023 0.124
H 3.60764 -7.57534 6.72864 -0.018 0.021 -0.016 0.120
H 4.20453 -3.27937 7.20650 -0.019 -0.012 -0.024 0.121
H 5.88685 -3.71073 8.99635 0.021 -0.023 0.019 0.124
C 3.38551 3.59247 -1.91184 -0.008 0.010 -0.020 0.027
C 4.47523 4.05133 -2.51858 -0.019 0.001 -0.035 0.025
C 5.08992 5.34300 -2.11712 0.013 -0.048 0.031 -0.367
O 6.08581 5.76046 -2.66910 0.008 0.005 -0.018 0.102
C 4.44525 6.09842 -1.01503 -0.004 0.010 0.005 0.032
C 3.35504 5.63823 -0.40765 0.050 -0.071 0.049 0.005
C 2.74271 4.34904 -0.81053 0.080 -0.056 -0.025 -0.391
O 1.74812 3.91959 -0.25859 -0.121 0.151 -0.092 0.070
H 2.92117 2.65314 -2.18510 -0.009 -0.003 0.027 0.123
H 4.96406 3.51238 -3.31903 0.026 0.005 0.025 0.114
H 4.90938 7.03628 -0.73826 0.001 0.009 -0.023 0.128
H 2.87031 6.17642 0.39560 -0.035 0.004 -0.016 0.121
C 0.74143 7.32445 -2.11921 0.001 -0.014 0.016 0.021
C -0.07843 7.36475 -3.16545 0.019 -0.005 0.022 0.026
C -0.39206 8.64367 -3.85206 0.004 0.004 -0.022 -0.388
O -1.14251 8.67863 -4.80153 -0.023 -0.005 -0.006 0.113
C 0.24565 9.87778 -3.32541 0.006 0.015 0.031 0.024
C 1.06623 9.83811 -2.27884 -0.017 0.005 -0.025 0.021
C 1.38155 8.55834 -1.59482 0.008 0.044 0.019 -0.381
O 2.12924 8.52739 -0.64014 -0.045 0.003 -0.007 0.101
H 0.97262 6.40365 -1.60074 -0.030 0.002 0.059 0.104
H -0.55642 6.47865 -3.56346 -0.015 0.017 -0.024 0.123
H 0.00319 10.79863 -3.84023 -0.017 -0.013 -0.025 0.124
H 1.54156 10.72450 -1.87846 0.022 -0.017 0.022 0.124
C -3.55580 2.15212 3.24183 -0.070 -0.051 0.025 0.021
C -2.76724 1.14799 2.87203 -0.026 -0.017 -0.044 0.009
C -1.85370 1.27030 1.70518 0.039 0.046 0.016 -0.388
O -1.14598 0.34057 1.37748 -0.224 -0.157 -0.069 0.078
C -1.84216 2.56002 0.97269 -0.054 -0.013 -0.014 0.041
C -2.63588 3.56651 1.33815 -0.050 -0.175 -0.021 0.034
C -3.55222 3.43860 2.49870 0.020 0.063 0.012 -0.373
O -4.27827 4.34917 2.83926 -0.025 -0.121 -0.026 0.102
H -4.22687 2.08864 4.09039 0.019 0.043 -0.003 0.125
H -2.74354 0.20362 3.40023 0.050 -0.052 0.031 0.116
H -1.16086 2.63218 0.13327 0.049 0.007 0.046 0.127
H -2.64738 4.51487 0.82102 0.078 0.039 0.014 0.100
C -3.89749 8.26139 2.68334 0.010 -0.021 -0.010 0.036
C -3.09752 7.26571 2.31258 0.049 0.148 0.000 0.021
C -2.18971 7.40306 1.14908 0.023 0.036 0.033 -0.368
O -1.46291 6.48841 0.80832 -0.036 0.065 -0.080 0.081
C -2.20153 8.69109 0.41526 0.006 0.024 -0.001 0.026
C -2.99987 9.68840 0.78469 0.030 -0.018 -0.029 0.033
C -3.91269 9.55272 1.95009 -0.027 0.013 0.017 -0.380
O -4.63889 10.46017 2.28695 0.001 0.001 -0.011 0.120
H -4.56996 8.18218 3.52792 -0.004 0.029 0.000 0.127
H -3.07373 6.32133 2.83277 -0.009 -0.034 0.018 0.095
H -1.53049 8.76931 -0.42999 0.035 -0.028 -0.029 0.107
H -3.02600 10.63669 0.26333 -0.023 0.016 0.022 0.125
C 9.53909 0.79831 -4.50298 -0.032 -0.007 0.024 0.023
C 8.57798 0.69261 -3.58960 0.023 -0.020 -0.001 0.020
C 7.80412 1.88021 -3.15172 -0.001 0.008 0.012 -0.381
O 6.92242 1.78790 -2.32106 -0.043 -0.006 -0.019 0.092
C 8.13864 3.18725 -3.76652 0.008 0.090 -0.026 0.023
C 9.09813 3.29392 -4.68174 -0.012 -0.049 0.018 0.029
C 9.87491 2.10717 -5.12302 0.014 0.013 -0.008 -0.385
O 10.74782 2.19978 -5.95700 0.006 -0.007 -0.010 0.112
H 10.11807 -0.05229 -4.83920 0.020 0.020 -0.022 0.123
H 8.31477 -0.25013 -3.12684 -0.021 0.014 0.022 0.122
H 7.56096 4.04121 -3.43172 0.005 -0.005 0.015 0.095
H 9.35835 4.23736 -5.14427 0.023 -0.011 -0.014 0.125
C -4.44475 -0.54543 -6.50824 0.010 -0.042 0.059 0.020
C -3.69168 -1.49822 -5.96873 -0.006 0.091 -0.106 -0.007
C -2.45763 -1.98197 -6.63660 0.048 -0.040 -0.007 -0.385
O -1.78344 -2.85265 -6.13010 -0.010 -0.005 0.035 0.107
C -2.09213 -1.36136 -7.93243 -0.013 0.028 -0.025 0.026
C -2.84385 -0.40683 -8.47599 0.023 -0.040 0.035 0.029
C -4.07877 0.07866 -7.80858 0.004 0.017 -0.039 -0.382
O -4.76495 0.94757 -8.29488 -0.011 0.013 0.009 0.122
H -5.35029 -0.17556 -6.04156 -0.010 0.033 -0.053 0.115
H -3.93123 -1.96863 -5.02634 0.093 -0.059 -0.060 0.046
H -1.18857 -1.72895 -8.40131 0.004 -0.020 0.018 0.126
H -2.59714 0.06003 -9.42067 -0.027 0.020 -0.002 0.127
```
Forces are in eV/Å.

As for the gap between HOMO and LUMO: 5.696 eV. The HOMO energy comes out at -9.59 eV. As for the charge: +1. The LUMO energy is -0.1431 Eh. As for the total energy: -5252.51613 a.u. The relative energy (zero: lowest compared OMol25 entry of this formula, charge and spin) is 0.0 kcal/mol.